[1]
The following is a DFT calculation (the ωB97M-V functional and the def2-TZVPD basis) of C3H5LiO3Tm as an isolated structure at a distorted geometry.

```
13
Properties=species:S:1:pos:R:3:nbo_charge:R:1
Tm -0.944 -2.183 -0.552 2.718
Li -2.084 1.035 -1.288 0.990
H 0.099 2.197 0.432 0.240
H -2.022 1.077 1.450 0.283
O -1.183 -0.052 -0.083 -1.097
H -0.969 -0.229 1.987 0.241
C 0.010 1.541 1.306 -0.118
H 3.019 0.565 -0.726 0.607
C 2.115 0.689 0.519 0.878
C -1.098 0.527 1.197 -0.160
O 1.311 0.811 1.443 -0.402
H -0.065 2.127 2.227 0.328
O 2.135 1.271 -0.590 -0.507
```

Output
HOMO-LUMO gap (alpha / beta)	6.42 / 5.75	eV
2S+1	4
total charge	+4
LUMO (alpha / beta)	-20.20 / -22.46	eV
ΔE to the lowest compared entry with this formula, charge and spin	23.1	kcal per mole

=====

[2]
The following is a DFT calculation (the ωB97M-V functional and the def2-TZVPD basis) of C39H32F3O3P2Tl as an isolated structure at a distorted geometry.

```
80
Properties=species:S:1:pos:R:3:mulliken_charge:R:1
C -0.591 5.203 0.253 -0.510
H -0.630 -0.597 1.913 0.173
C 2.210 -5.095 0.083 -0.758
O -1.842 -0.591 -3.638 -0.356
H 0.076 3.127 -6.952 0.413
C 1.550 1.872 0.622 -0.329
H 1.540 -7.017 -2.658 0.423
H -1.434 -4.835 1.519 0.459
H 3.010 -4.881 0.797 0.418
C 2.891 -2.194 2.994 -0.094
H 2.323 4.002 -1.940 0.497
H 4.917 2.283 1.046 0.415
C 2.467 3.366 -1.065 -0.433
P -0.258 2.879 -1.265 1.607
C -1.340 -1.427 1.907 -0.449
C 0.781 2.183 -3.748 -0.147
C -2.748 6.236 0.658 -0.528
C 1.461 -4.012 3.772 -0.441
C 0.988 -4.401 0.176 0.764
C -0.884 -2.732 1.643 0.909
H -3.100 3.437 -1.270 0.389
C 1.365 2.684 -0.511 0.011
C -3.372 5.249 -0.112 -0.660
C -3.138 -3.572 1.897 -0.646
H -3.042 -0.186 2.322 0.412
C 2.394 -6.045 -0.921 -0.721
H 1.942 -4.826 5.704 0.416
C 1.821 -3.086 2.775 0.302
H -1.535 4.644 -3.242 0.414
C -1.783 -3.812 1.679 -0.559
H -4.453 5.270 -0.262 0.424
H -1.122 -1.240 -3.825 0.288
H -3.344 7.025 1.123 0.398
H 1.319 -1.902 0.492 -0.225
C -3.997 -0.302 -2.666 0.788
C 0.033 3.109 -5.859 -0.509
C -2.613 4.227 -0.691 -0.371
H -4.658 -2.083 2.286 0.436
H -0.989 -4.132 -0.721 0.606
H -1.446 4.683 -5.728 0.432
H -3.841 -4.405 1.874 0.443
C -1.217 4.208 -0.524 0.291
O -1.965 0.483 -1.143 -0.165
C -0.036 -4.671 -0.759 -0.246
C 0.159 -5.625 -1.756 -0.939
F -3.748 0.976 -3.053 -0.204
C -1.359 6.210 0.840 -0.695
H 0.596 -4.663 3.622 0.376
H 3.336 -6.596 -0.981 0.421
C 2.209 -4.088 4.947 -0.627
C 0.831 2.210 -5.143 -0.795
O -2.435 -2.067 -1.997 -0.525
C 3.619 -2.269 4.181 -0.608
H 3.893 -3.312 6.058 0.413
H 4.580 3.763 -0.932 0.433
C -0.875 3.961 -3.779 -0.422
C -3.595 -2.271 2.120 -0.597
C 1.380 -6.298 -1.853 -0.568
C -0.079 3.054 -3.057 0.168
H -0.872 6.978 1.441 0.411
H 1.499 1.528 -5.673 0.438
C 2.824 1.740 1.183 -0.484
H 1.412 1.486 -3.188 0.517
H 3.145 -1.457 2.227 0.386
H -0.650 -5.832 -2.461 0.482
F -4.996 -0.785 -3.463 -0.261
C 3.734 3.227 -0.500 -0.699
C -2.698 -1.153 -2.769 0.541
C -1.243 1.381 -0.998 -0.107
H 0.492 5.177 0.390 0.410
C -0.821 3.981 -5.174 -0.723
C -2.693 -1.203 2.133 -0.433
H 0.693 1.354 1.056 0.391
H 4.440 -1.570 4.350 0.420
C 3.919 2.404 0.617 -0.654
F -4.450 -0.287 -1.390 -0.195
H 2.966 1.119 2.071 0.583
P 0.853 -2.990 1.274 0.886
Tl 0.231 -1.538 -1.672 0.785
C 3.298 -3.231 5.147 -0.506
```

Output
HOMO-LUMO gap (alpha / beta)	4.98 / 4.27	eV
total charge	+2
LUMO (alpha / beta)	-6.04 / -6.04	eV
ΔE to the lowest compared entry with this formula, charge and spin	0.0	kcal per mole

=====

[3]
The following is a DFT calculation (the ωB97M-V functional and the def2-TZVPD basis) of C50H35BrN11NiO2 as an isolated structure at a distorted geometry.

```
100
Properties=species:S:1:pos:R:3:mulliken_charge:R:1
H 1.041 1.291 5.425 0.389
C 5.104 0.903 -2.771 -0.091
N -1.823 -0.454 -3.620 0.994
C 1.118 2.120 4.737 -0.511
H -1.490 4.167 -0.626 0.442
C 0.170 3.447 2.948 0.552
H -3.874 -1.693 4.537 0.433
C 3.121 -0.459 -5.313 0.747
H -4.770 -6.308 5.015 0.470
H 0.715 -5.840 1.970 0.439
C -1.517 5.047 0.004 -0.673
Ni -0.899 -0.274 0.452 0.407
C 2.258 2.910 4.745 -0.544
H -0.778 1.733 3.830 0.382
H 4.316 3.017 1.202 0.462
H -1.833 0.965 -5.107 0.275
C -3.784 -5.754 1.821 0.055
H 1.663 -0.601 2.352 0.562
C 0.152 -4.919 1.945 -0.319
C 6.480 0.854 -2.497 -1.050
C 1.323 4.246 2.979 -0.385
H 3.073 2.694 5.422 0.348
C 4.247 1.526 -1.855 -0.197
C -0.567 -0.661 -5.709 1.147
C -1.802 -0.125 -5.021 -1.271
C -1.153 4.917 1.355 0.437
N -1.654 -0.404 -1.455 -0.259
C -1.289 -2.552 1.893 0.851
C -1.580 1.353 0.885 -0.811
C -4.847 -6.102 3.959 -0.133
C -1.322 2.459 1.361 -0.277
C -1.192 6.066 2.161 -0.289
C -1.705 -3.591 2.765 0.290
C 0.096 2.370 3.846 -0.592
C -1.880 6.270 -0.514 -0.555
C -2.656 -3.255 3.735 -0.476
N 5.211 -0.312 -4.915 -0.504
H 0.773 0.324 -4.360 0.613
C -0.675 -1.492 -6.819 -0.756
C 6.966 1.408 -1.335 -0.664
C 3.788 2.719 0.294 -1.532
C 4.567 0.296 -3.947 0.704
N -2.483 -6.334 3.800 -0.636
C -3.663 -5.999 3.204 -0.099
H -2.963 -3.988 4.465 0.663
C 0.474 -1.957 -7.451 -0.644
H 1.434 -4.010 0.491 0.456
H -2.891 -5.740 1.213 0.387
H -3.089 -0.012 2.883 0.549
C -6.083 -5.924 3.380 -0.447
H 3.314 3.596 -0.157 0.263
C 0.548 -3.910 1.100 -1.257
N 4.307 -0.785 -5.768 -0.509
H -2.239 8.350 -0.104 0.342
H -5.104 -5.405 0.175 0.424
H -2.363 -2.421 -1.258 0.648
H 2.623 -1.982 -7.446 0.533
H -2.699 -0.554 -5.472 0.413
C -6.157 -5.646 2.024 0.140
N 0.939 0.607 0.735 -0.027
O 0.035 -1.830 0.098 -0.477
C -0.212 -2.732 0.966 1.290
C 1.841 -0.792 -5.850 -0.182
N -1.330 -5.962 3.437 -0.468
H -6.988 -5.999 3.969 0.401
C -1.587 7.278 1.637 -0.625
C 2.352 3.968 3.855 -0.691
H 3.188 1.557 -2.066 0.675
H 7.127 0.366 -3.208 0.528
H 1.425 5.058 2.270 0.490
C -2.104 -1.601 -1.899 -0.581
C 0.680 -0.314 -5.227 -0.076
H 0.381 -2.596 -8.318 0.389
H 3.248 4.573 3.833 0.441
H 6.497 2.430 0.497 0.423
C 1.546 1.610 0.130 -0.424
N -2.218 -1.657 -3.200 -1.104
N 2.938 0.905 1.648 -1.042
C 1.833 0.205 1.664 -0.883
C 6.108 2.013 -0.421 -0.698
C -1.021 -4.855 2.717 -0.080
C -2.715 -1.027 2.856 -0.064
H -1.651 -1.775 -7.187 0.384
H -1.147 1.310 -2.623 0.574
H -1.648 8.142 2.282 0.367
N -1.806 -1.298 1.938 -0.476
O 3.216 0.254 -4.149 -0.239
C 1.722 -1.617 -6.979 -1.057
H 1.139 2.212 -0.659 0.627
C -5.017 -5.584 1.237 -0.679
C -3.154 -1.971 3.782 -1.347
Br -7.872 -5.361 1.222 -0.219
C -1.926 7.396 0.297 -0.484
C 4.743 2.076 -0.688 1.156
C -1.479 0.292 -2.563 -0.179
H -2.144 6.356 -1.558 0.360
H 8.026 1.369 -1.122 0.389
C -0.825 3.631 1.909 0.347
H -0.951 5.980 3.212 0.427
N 2.749 1.800 0.678 1.497
```

Output
HOMO-LUMO gap (alpha / beta)	3.10 / 3.12	eV
total charge	-1
LUMO (alpha / beta)	1.10 / 1.10	eV
ΔE to the lowest compared entry with this formula, charge and spin	34.6	kcal per mole

=====

[4]
The following is a DFT calculation (the ωB97M-V functional and the def2-TZVPD basis) of an isolated ion of composition C3H10IN2O and charge +1 at a distorted geometry.

```
17
Properties=species:S:1:pos:R:3:nbo_charge:R:1
C -0.044 0.166 0.296 0.449
H 0.303 -0.623 2.309 0.264
N -0.045 1.753 0.579 -0.739
H -0.875 2.158 0.170 0.435
N -0.686 -1.177 -1.680 -0.855
C 0.814 -0.423 1.375 -0.722
C 0.288 -0.119 -1.293 -0.295
H 1.046 -1.465 1.285 0.276
H 0.629 2.285 0.059 0.441
H 1.729 -0.015 1.481 0.229
H -0.210 1.746 1.609 0.469
O -1.352 -0.058 0.710 -0.721
H -0.750 -0.946 -2.648 0.387
H 0.147 0.911 -1.766 0.207
H -1.782 -0.564 0.019 0.514
H 1.374 -0.504 -1.364 0.241
I -0.583 -3.125 -1.141 0.419
```

Output
HOMO-LUMO gap (alpha / beta)	6.56 / 7.08	eV
2S+1	3
total charge	+1
LUMO (alpha / beta)	-3.38 / -6.19	eV
ΔE to the lowest compared entry with this formula, charge and spin	2.8	kcal per mole